A structure of composition C33H33BCrO5 in a non-equilibrium geometry. Source: the Open Molecules 2025 dataset; level of theory: wB97M-V/def2-TZVPD.

Geometry (Å):
C 1.04101 3.47343 0.06923
C -0.35403 3.58720 -0.50677
C -0.23171 4.07271 -1.92931
O -0.96648 2.32160 -0.48294
B -1.55608 2.22064 0.83722
C -3.14058 1.71146 0.66978
C -4.11788 2.22780 1.50028
C -5.47403 1.90128 1.32167
C -5.83851 1.01585 0.29980
C -4.86144 0.52130 -0.56286
C -3.51388 0.88989 -0.39626
C -0.65208 1.02262 1.71491
C 0.77621 0.81267 1.28473
C -1.16893 0.29278 2.72272
O -1.65034 3.52868 1.44991
C -1.34522 4.46201 0.42828
C -0.67923 5.68498 1.04510
C -2.59372 4.85763 -0.34428
H 1.60882 4.39519 -0.08689
H 1.03809 3.24541 1.14446
H 1.58037 2.67601 -0.46159
H 0.18919 5.08319 -1.89916
H 0.45954 3.41744 -2.46912
H -1.19666 4.08298 -2.44001
H -3.84696 2.91965 2.29974
H -6.21634 2.33522 1.98339
H -6.88584 0.73864 0.16708
H -5.12703 -0.15735 -1.37479
H -2.76713 0.54981 -1.10703
H 0.78632 0.98544 0.21105
H 1.50825 1.49118 1.76651
H 1.16115 -0.19571 1.45032
H -0.60275 -0.54384 3.17894
H -2.06068 0.65913 3.23171
H -0.32155 6.36955 0.26557
H -1.39575 6.24235 1.65647
H 0.17120 5.40828 1.67734
H -2.37484 5.68206 -1.03712
H -2.99216 4.01752 -0.93097
H -3.38327 5.20092 0.33624
O 5.67372 -5.72984 -2.25006
C 5.29154 -4.72485 -1.80650
Cr 4.60942 -2.98564 -1.44426
C 2.99811 -3.59430 -2.20068
O 2.05559 -3.99421 -2.75662
C 5.18471 -2.65559 -3.20744
O 5.51378 -2.63739 -4.32718
C 6.26461 -2.13540 -0.24815
C 5.53705 -3.08127 0.49203
C 4.13890 -2.98584 0.58634
C 3.41019 -1.89149 0.03109
C 1.95255 -1.92445 0.10280
C 0.73663 -2.11850 0.31107
C -0.60337 -2.08013 0.54323
C -1.27909 -3.33479 0.57995
C -2.65098 -3.46319 0.21875
C -3.17627 -4.70014 -0.13774
C -2.35497 -5.85582 -0.10790
C -1.03486 -5.75835 0.35036
C -0.50170 -4.51511 0.67804
C 4.16202 -1.01466 -0.80862
C 5.56561 -1.10361 -0.89521
H 7.36238 -2.21546 -0.33173
H 6.05427 -3.93306 0.94654
H 3.55652 -3.77333 1.07182
H -1.19923 -1.18294 0.38079
H -3.24921 -2.54669 0.14412
H -4.19880 -4.76931 -0.52691
H -2.74198 -6.79075 -0.46096
H -0.39814 -6.64971 0.37332
H 0.55672 -4.41495 0.92321
H 3.63427 -0.26015 -1.39752
H 6.12494 -0.38664 -1.50932

Forces on the atoms, in the same order (eV/Å):
0.6085 0.1528 0.3733
-0.1542 1.7469 0.1046
-0.1493 0.2206 -0.0645
-0.8944 -0.8679 1.2532
-0.2485 0.1962 -0.5050
1.8741 0.3796 0.2285
-3.0027 0.5017 1.4838
1.8170 0.9679 0.9989
-0.7852 0.0294 0.0592
2.4551 -0.3562 -0.8702
-2.0457 -1.5349 -1.3748
0.0632 -1.0123 1.5326
0.2342 0.1164 -0.6368
0.1420 1.0434 -0.2796
-0.2826 -1.4459 -0.2501
2.0648 0.4797 -1.3086
0.0997 0.1958 0.1152
-0.7192 -0.0758 0.0551
-0.1964 -0.0365 0.0688
0.0367 0.2881 -0.4318
-0.1393 0.3300 0.1422
-0.1014 -0.1249 -0.2600
-0.1341 0.1575 -0.0077
0.1813 0.0269 -0.0332
-0.0581 -0.2651 -0.2347
0.0252 -0.0869 -0.1276
0.2772 0.0391 0.0269
-0.0198 0.2933 0.1925
-0.0729 0.0239 0.0732
0.5019 -0.0802 -0.0082
-0.7072 -0.2759 -0.1882
-0.5201 0.3284 0.5141
-0.2986 0.7014 -0.1614
-0.1769 -0.6522 -0.2046
-0.0940 -0.2279 0.0891
0.0723 -0.1354 -0.0601
-0.2177 0.0334 -0.1188
0.0556 -0.2777 0.2485
0.0790 0.1484 0.1017
0.2184 -0.0255 -0.0749
-1.3364 3.6995 1.9914
1.6311 -4.7444 -2.3234
0.5536 -0.9333 -0.4543
-3.1070 -1.1835 -2.4352
2.8386 1.2587 1.9952
1.0573 0.0518 -5.7955
-1.1366 0.1780 4.5044
0.6898 0.6439 0.4982
0.3560 -0.3860 0.1835
-1.4222 0.0778 1.5334
0.3634 -0.5290 -0.5889
-2.1973 -0.7912 0.7107
5.1929 1.5675 -0.5440
-2.5908 -2.2952 -1.0879
0.3760 0.6377 0.0206
-0.6124 0.0009 -0.1213
0.1921 0.3669 -0.1811
-0.0387 1.3579 0.3497
0.7003 0.3211 0.1057
0.1347 -1.1723 -0.3251
-1.4870 1.1906 0.2592
0.7187 0.1339 0.0591
-0.7578 0.0487 -0.0144
-0.2469 0.3491 -0.1848
0.3762 0.3084 0.0545
0.3724 0.0917 0.2915
0.1128 -0.4715 0.0466
0.4477 0.0104 0.3210
-0.1546 -0.3702 -0.0267
-0.3110 0.3955 0.0680
-0.3515 -0.2131 0.0994
0.2113 -0.1575 0.3521
-0.3628 -0.3625 0.1779

As for the charge: +3. As for the multiplicity: 4. The calculation puts the HOMO energy (spin up / spin down) at -17.09 / -16.55 eV. As for the LUMO energy (spin up / spin down): -11.08 / -11.73 eV. The calculation puts the calculated total energy at -74059.2299 eV.



A structure of composition C33H33Br2MgN7O3S4Se2 in a non-equilibrium geometry. Source: the Open Molecules 2025 dataset; level of theory: wB97M-V/def2-TZVPD.

Geometry (Å):
Mg 0.22339 -0.27111 -1.56315
C 3.15023 -2.18769 -1.56204
C 1.91995 -2.98685 -1.28686
C 1.94984 -4.39321 -1.24700
C 0.83467 -5.08970 -0.87756
C -0.34364 -4.39390 -0.53954
C -1.51054 -4.97854 -0.00752
Br -1.63033 -6.86958 0.23501
C -2.54888 -4.19786 0.41597
C -2.51493 -2.81503 0.22368
Br -3.90609 -1.80723 1.03282
C -1.48272 -2.14872 -0.46175
O -1.48490 -0.91267 -0.80189
C -0.32401 -2.98830 -0.71516
N 0.80056 -2.32959 -1.06671
H 3.98417 -2.83313 -1.83559
H 3.42719 -1.59749 -0.68425
H 2.94078 -1.50472 -2.38957
H 2.86366 -4.91197 -1.50273
H 0.84956 -6.16931 -0.81443
H -3.40213 -4.63777 0.91240
O 1.17684 2.94769 -5.23196
C 1.17214 1.53151 -5.37013
C 2.49249 0.88151 -4.94858
C 3.57627 1.44388 -5.89237
O 4.90000 0.97109 -5.62775
C 2.90418 1.25671 -3.51352
Se 1.54281 1.81325 -2.17003
C 2.43575 -0.63125 -5.14758
Se 0.97133 -1.63469 -4.27275
H 1.06514 3.12336 -4.28475
H 0.99337 1.31264 -6.42795
H 0.36356 1.08362 -4.79589
H 3.54698 2.53760 -5.83859
H 3.35825 1.14321 -6.91998
H 5.07731 1.12922 -4.69424
H 3.55394 2.13608 -3.53682
H 3.46417 0.43762 -3.06192
H 3.37032 -1.06803 -4.79314
H 2.34764 -0.85848 -6.21199
N 4.26313 -1.17550 5.12668
C 3.57529 -0.92036 4.24145
C 2.73828 -0.62528 3.12049
C 3.15327 0.27514 2.14194
C 2.33984 0.47149 1.03678
N 1.18114 -0.15917 0.86994
C 0.76305 -0.97518 1.83156
C 1.50235 -1.25176 2.96756
H 4.09238 0.80029 2.24562
H 2.62632 1.15665 0.24456
H -0.21121 -1.42962 1.69335
H 1.14260 -1.93768 3.72171
S -0.31244 5.47631 5.55419
C -0.61626 4.16455 4.56877
S -0.87311 4.37914 2.86613
C -1.05850 2.57858 2.63202
N -0.88235 1.98215 3.76985
N -0.65925 2.83211 4.84359
C -0.53515 2.15578 6.08647
C -0.62956 2.78516 7.32857
C -0.52155 2.03941 8.49355
C -0.32313 0.66957 8.45187
C -0.23354 0.04191 7.21784
C -0.34027 0.76942 6.04639
S -1.38642 1.91316 1.14541
H -0.78801 3.84646 7.37884
H -0.59628 2.54457 9.44922
H -0.24673 0.09720 9.36869
H -0.07822 -1.02887 7.16745
H -0.28601 0.27994 5.08717
S -1.88993 1.46883 -3.62271
C -3.38113 1.35142 -2.89527
N -4.00016 0.16205 -2.73020
C -5.17054 -0.01181 -1.87999
C -5.25299 1.14991 -0.90449
C -5.24952 2.44185 -1.69643
N -4.04767 2.46996 -2.51571
H -3.40553 -0.62656 -2.92401
H -5.08726 -0.95671 -1.34460
H -6.07726 -0.04665 -2.49807
H -4.35934 1.14664 -0.27968
H -6.13157 1.06184 -0.26446
H -5.24305 3.29732 -1.02139
H -6.13964 2.51007 -2.33459
H -3.47239 3.29411 -2.51024

Forces on the atoms, in the same order (eV/Å):
0.3168 0.1135 -0.5183
0.0549 0.0329 -0.0262
0.0251 0.1140 0.0386
-0.1111 -0.1426 0.0942
0.1227 0.0953 -0.0167
0.0592 0.2228 -0.0960
-0.2696 -0.1246 0.1790
0.0232 0.0683 -0.0181
0.2254 -0.2054 -0.0678
0.0879 0.4384 -0.0678
0.0300 0.0858 -0.1203
-0.4046 -0.2000 0.1573
0.0217 -0.3765 0.1378
-0.0588 -0.4363 0.1166
0.1098 -0.0201 -0.1616
0.0153 0.0108 0.0082
-0.0206 -0.0274 0.0129
-0.0445 -0.0461 -0.0066
0.0255 0.0271 0.0164
0.0001 -0.0102 -0.0107
-0.0088 -0.0181 -0.0252
0.0910 0.0749 -0.1061
0.0753 -0.0225 0.0455
0.1199 0.1562 -0.2248
-0.1006 0.0357 0.0823
0.0714 -0.0193 0.0103
-0.1267 0.0454 0.3689
0.2000 0.0944 -0.0793
-0.2453 -0.2322 0.1437
-0.2370 0.1770 0.3130
-0.0899 -0.0700 0.0536
-0.0303 0.0231 0.0039
0.0062 -0.0632 -0.0218
0.0081 -0.0210 -0.0271
0.0014 -0.0149 0.0143
-0.0463 -0.0070 -0.0085
0.0300 -0.0356 -0.0085
0.1006 0.0228 -0.0788
0.0774 0.0478 -0.1176
0.0708 0.0728 -0.0340
-0.0266 0.0083 -0.0206
0.2008 -0.0569 0.3096
-0.3410 0.1424 -0.5435
0.0047 -0.1267 0.2793
0.1105 0.0792 0.0687
0.0782 0.0665 -0.2836
-0.1760 -0.0342 0.0744
0.2086 0.0500 0.1587
-0.0035 0.0180 -0.0580
-0.0547 -0.0454 -0.0425
0.0086 0.0275 -0.0297
-0.0698 -0.0114 -0.0441
0.0219 0.1492 0.2889
0.1103 -0.2754 -0.1715
-0.1114 -0.7831 0.1690
0.2969 1.1683 0.5610
-0.1168 -0.6244 0.0901
-0.1349 0.5499 -0.3733
0.0697 -0.1568 0.1379
-0.0281 0.0355 -0.1834
0.0078 -0.0563 0.0105
-0.0134 -0.0039 0.0755
0.0044 0.0341 0.0491
0.0640 -0.0067 0.0008
-0.2967 -0.1777 -0.5644
0.0026 0.1166 -0.0229
-0.0134 0.0264 -0.0201
0.0214 0.0048 -0.0156
-0.0018 0.0018 -0.0427
-0.0033 0.0232 -0.0003
0.2482 -0.0352 0.0187
-0.1198 0.0380 -0.2600
-0.1112 0.2025 0.1960
-0.0431 0.0424 -0.0204
0.0616 -0.1311 -0.0257
-0.0028 -0.0703 0.0332
-0.1625 -0.0681 0.1722
0.0432 -0.0150 0.0351
0.0553 0.0359 -0.0716
-0.0104 -0.0228 0.0324
0.0192 -0.0859 0.1956
-0.0473 0.0248 -0.0582
0.0518 0.0587 -0.0728
-0.0290 0.0287 0.0672
0.0524 -0.0116 -0.0538

As for the charge: -2. As for the multiplicity: 1. The calculation puts the HOMO energy at -1.94 eV. As for the LUMO energy: 3.47 eV. The calculation puts the calculated total energy at -370899.8081 eV.



A structure of composition C33H33BrN2O3PtS in a non-equilibrium geometry. Source: the Open Molecules 2025 dataset; level of theory: wB97M-V/def2-TZVPD.

Geometry (Å):
Pt -0.27487 -0.14955 -0.34264
C 5.48529 3.49488 3.18078
C 5.94965 2.35399 2.27082
C 6.75782 1.36344 3.12142
C 6.84675 2.93999 1.17016
C 4.79545 1.62697 1.60316
C 3.46778 1.98976 1.74856
C 2.49563 1.28309 1.06964
Br 0.65785 1.84612 1.31089
C 2.74080 0.19517 0.21341
O 1.82566 -0.46231 -0.41320
C 4.11922 -0.16412 0.07077
C 5.07072 0.54660 0.76157
C 4.48333 -1.32896 -0.83580
C 3.95548 -1.04531 -2.24890
C 5.99719 -1.55136 -0.92853
C 3.83582 -2.60134 -0.27307
H 6.35329 3.97405 3.63158
H 4.85088 3.12163 3.98219
H 4.93723 4.24884 2.62016
H 7.59639 1.87254 3.59099
H 7.15160 0.54919 2.52058
H 6.13295 0.93492 3.90173
H 7.69351 3.46154 1.60955
H 6.28468 3.64243 0.55907
H 7.22861 2.16022 0.51776
H 3.15862 2.80897 2.37573
H 6.09974 0.25716 0.64893
H 4.33528 -0.08940 -2.60662
H 2.87062 -1.01296 -2.25010
H 4.27186 -1.82777 -2.93411
H 6.50000 -0.66623 -1.31332
H 6.19854 -2.37254 -1.61357
H 6.42057 -1.81523 0.03875
H 2.75523 -2.49738 -0.25741
H 4.18600 -2.78369 0.74188
H 4.08498 -3.45958 -0.89192
C -3.22270 -2.23499 2.42754
C -2.04768 -1.73768 1.86627
N -2.02909 -0.73900 1.00409
C -3.20034 -0.19215 0.61177
C -4.43772 -0.61121 1.15358
C -4.42484 -1.65002 2.09440
C -5.64222 -0.01212 0.69147
C -5.62698 0.92191 -0.28752
C -4.40244 1.35651 -0.86853
C -4.34225 2.31871 -1.88477
C -3.11990 2.63018 -2.44292
C -1.97417 2.01040 -1.95340
N -1.99512 1.13843 -0.96076
C -3.18404 0.79565 -0.41984
H -3.17660 -3.06161 3.11777
H -1.08971 -2.16157 2.13609
H -5.35355 -1.98632 2.53177
H -6.57286 -0.36242 1.10603
H -6.54634 1.33029 -0.67919
H -5.24539 2.81441 -2.20450
H -3.03830 3.36942 -3.22449
H -1.00236 2.25203 -2.36235
O -7.19595 -1.86119 -3.04041
C -6.52612 -2.08072 -1.88812
O -7.12398 -2.30395 -0.86770
C -5.04902 -2.02230 -1.97061
C -4.37293 -1.22312 -2.89740
C -2.99578 -1.17304 -2.89990
C -2.25237 -1.93702 -1.99377
S -0.50303 -1.89383 -2.00821
C -2.93257 -2.76664 -1.09657
C -4.30730 -2.78375 -1.06416
H -6.59469 -1.81695 -3.79640
H -4.92723 -0.60641 -3.59619
H -2.46826 -0.54315 -3.60083
H -2.35589 -3.38244 -0.42391
H -4.84838 -3.40516 -0.36562

Forces on the atoms, in the same order (eV/Å):
2.5275 0.3766 -0.5635
0.0620 -0.2180 -0.1780
0.1036 0.0793 0.0522
-0.0844 0.1567 -0.0832
-0.0658 -0.0199 0.1945
-0.2930 0.1211 0.0983
0.1891 0.0378 0.0480
-0.1461 -0.3398 -0.3099
-0.0339 -0.6009 -0.3976
0.1662 0.7078 0.6767
-1.3312 -0.7142 -0.5092
-0.2394 0.0037 -0.0256
-0.0838 0.1010 0.0653
-0.0179 -0.1345 -0.0992
-0.0714 -0.0829 0.0521
-0.2878 0.0587 0.0460
-0.0424 0.0661 -0.0825
0.0458 0.0469 0.0371
-0.0876 -0.0053 0.1003
-0.0800 0.1075 -0.0403
0.1444 0.0584 0.0840
0.0657 -0.1134 -0.0665
-0.0687 -0.0569 0.0980
0.1615 0.1007 0.0573
-0.0570 0.0955 -0.0772
0.0731 -0.0877 -0.0884
0.0650 0.1490 0.1218
0.1988 -0.0741 -0.0630
0.0669 0.0702 -0.0950
-0.0107 0.0602 -0.0639
0.1239 -0.1260 -0.1195
0.1217 0.0866 -0.0197
-0.0186 -0.0860 -0.0599
0.1053 0.0071 0.1014
-0.0605 -0.0372 0.0411
0.0650 -0.0758 0.0868
0.1026 -0.1658 -0.0949
-0.5246 0.1422 0.0249
0.1493 0.2771 -0.0878
-0.7560 -0.0948 0.0663
-0.3384 -0.7395 0.8391
0.5810 0.2963 -0.1108
0.4417 -0.0939 0.0563
-0.2427 0.2960 -0.2711
-0.1899 -0.1940 0.3277
0.5712 -0.0879 0.2519
0.5263 -0.0216 -0.0907
-0.5917 0.1098 0.1978
0.3727 -0.0768 0.2284
-0.6442 -0.3899 -0.1636
-0.2704 0.7020 -0.5283
0.0182 -0.0653 0.1016
0.0872 0.0078 -0.0455
-0.0873 -0.0716 -0.0167
-0.1748 -0.0383 0.0114
-0.1461 0.0730 0.0501
-0.1419 -0.0053 -0.1325
0.0417 0.0107 -0.0786
0.0614 -0.0867 -0.0106
-0.2516 0.0571 -0.0555
-0.0239 -0.0354 0.1116
-0.0328 0.0236 -0.2313
0.5373 0.0043 -0.0283
-0.3830 -0.1865 0.1280
0.2319 -0.1873 0.0777
-0.3109 -0.2531 -0.2619
0.3462 1.1310 0.9836
0.1380 0.0555 -0.2194
-0.4207 -0.0396 -0.3038
0.0219 -0.0442 0.2005
0.0080 0.0517 -0.0226
0.0357 0.0468 -0.0620
0.0457 -0.0720 0.0483
0.0074 -0.0538 0.0916

As for the multiplicity: 1. The calculation puts the HOMO energy (spin up / spin down) at -6.90 / -6.85 eV. As for the LUMO energy (spin up / spin down): -0.97 / -0.92 eV. The calculation puts the calculated total energy at -128005.0156 eV.